No. 1
DFT (ωB97M-V/def2-TZVPD) results for 2 unconnected molecules or ions with the total composition C4H9N2O.

Results
LUMO level = -4.9965 eV
charge = +1
ΔE to the lowest compared entry with this formula, charge and spin = 355.8 kJ/mol

Last column: natural (NBO) charge in e.
Cartesian coordinates (Å):
C  -1.0408  0.0702  -1.4540  0.116
C  0.5737  0.9038  0.3028  0.709
C  1.0149  2.2379  -0.1064  -0.687
C  -0.4473  -2.3196  0.3711  0.022
N  -0.0283  -1.8522  1.4320  -0.659
N  -0.2875  0.2464  -0.4608  -0.406
O  1.1317  0.3794  1.3505  -0.600
H  -0.8735  -0.4769  -2.4410  0.229
H  -2.0984  0.4085  -1.4224  0.207
H  2.0884  2.3332  -0.0338  0.281
H  0.4972  2.9079  0.5690  0.278
H  0.7417  2.4422  -1.1756  0.251
H  0.1464  -2.8709  -0.4247  0.193
H  -1.5400  -2.4114  0.0521  0.165
H  0.9807  -0.6233  1.4953  0.529
H  -0.8592  -1.3754  1.9459  0.372

---

No. 2
DFT (ωB97M-V/def2-TZVPD) results for a gas-phase ion, C4H9N2O (charge +1).

Results
LUMO level = -3.3037 eV
charge = +1
ΔE to the lowest compared entry with this formula, charge and spin = 199.0 kJ/mol
structure (SMILES) = C[N+]1=C(O)NCC1

Last column: natural (NBO) charge in e.
Cartesian coordinates (Å):
C  1.8398  -0.8106  0.5291  -0.419
N  0.4915  -0.2681  0.2070  -0.383
C  0.2421  0.9648  -0.5105  0.816
O  1.1608  1.6144  -1.1045  -0.633
N  -1.0512  1.2205  -0.5080  -0.565
C  -1.8095  0.0760  0.1273  -0.223
C  -0.6991  -1.0013  0.3124  -0.230
H  2.2517  -0.2787  1.3267  0.229
H  2.4959  -0.9632  -0.5127  0.240
H  1.6496  -1.8493  0.9068  0.235
H  1.2584  2.6006  -1.1993  0.564
H  -1.5958  1.8401  -1.1036  0.449
H  -2.7764  -0.2394  -0.4593  0.249
H  -2.2349  0.3397  1.0310  0.223
H  -0.6997  -1.4089  1.3493  0.229
H  -0.5230  -1.8366  -0.3915  0.219

---

No. 3
DFT (ωB97M-V/def2-TZVPD) results for a gas-phase ion, C4H9N2O (charge +1).

Results
LUMO level = -3.7139 eV
charge = +1
ΔE to the lowest compared entry with this formula, charge and spin = 421.9 kJ/mol
structure (SMILES) = C[C@H]1O[NH+]=CN1C

Last column: natural (NBO) charge in e.
Cartesian coordinates (Å):
C  -0.1260  1.8429  0.2521  -0.709
C  0.5188  0.7392  -0.5128  0.290
O  2.1434  0.6142  -0.2062  -0.344
N  2.3777  -0.7111  0.1099  -0.207
C  1.2602  -1.3621  0.1761  0.347
N  0.1821  -0.6713  -0.2523  -0.362
C  -1.2445  -1.1163  -0.1935  -0.406
H  -0.3246  1.5410  1.2280  0.233
H  -1.0998  2.2823  -0.2175  0.271
H  0.7083  2.5873  0.5946  0.295
H  0.4301  1.0144  -1.5372  0.208
H  3.1795  -0.8976  0.6723  0.443
H  1.2068  -2.3434  0.4223  0.236
H  -2.0554  -0.4502  0.0941  0.254
H  -1.3715  -1.3745  -1.2816  0.230
H  -1.2776  -1.9446  0.3736  0.221

---

No. 4
DFT (ωB97M-V/def2-TZVPD) results for a gas-phase ion, C4H9N2O (charge +1).

Results
LUMO level (alpha / beta) = -4.0775 / -4.0772 eV
charge = +1
ΔE to the lowest compared entry with this formula, charge and spin = 382.7 kJ/mol

Last column: natural (NBO) charge in e.
Cartesian coordinates (Å):
C  -0.2935  1.4636  -1.6801  0.983
C  0.9140  0.9960  0.3513  -0.270
C  -0.4651  0.5255  0.8119  -0.475
C  -0.4735  -1.7427  -0.1921  -0.422
N  0.8165  1.4002  -1.0595  -0.621
N  -0.5437  -0.9385  1.0441  -0.508
O  -1.1188  1.5938  -2.4648  -0.325
H  1.2469  1.8713  0.9181  0.240
H  1.7041  0.2354  0.4219  0.205
H  -0.7994  1.0387  1.7042  0.209
H  -1.2202  -1.3780  -0.8942  0.236
H  0.5119  -1.6499  -0.6431  0.216
H  -0.6617  -2.7937  0.0214  0.234
H  1.6598  1.7637  -1.5250  0.454
H  0.1766  -1.2877  1.6999  0.405
H  -1.4538  -1.0976  1.4861  0.441

---

No. 5
DFT (ωB97M-V/def2-TZVPD) results for 2 unconnected molecules or ions with the total composition C4H9N2O.

Results
LUMO level (alpha / beta) = -3.8090 / -7.1587 eV
charge = +1
ΔE to the lowest compared entry with this formula, charge and spin = 87.7 kJ/mol
multiplicity = 3

Last column: Löwdin spin population.
Cartesian coordinates (Å):
C  -1.2019  2.3386  -0.0262  0.000
C  -0.2179  -1.3477  1.0145  0.396
C  1.9282  -0.1746  -1.7226  0.640
C  1.5638  -0.8737  -0.6382  0.347
N  -1.4307  -0.9806  1.4884  0.298
N  0.3062  -0.6999  -0.0469  0.218
O  -1.5940  1.2069  -0.1793  -0.001
H  -1.9651  3.1423  0.0297  0.000
H  0.3691  -2.0470  1.6019  0.018
H  -0.2059  2.6508  0.2934  0.000
H  1.2696  0.4803  -2.2332  0.032
H  2.6580  -0.5707  -2.4422  0.032
H  2.2587  -1.6717  -0.4401  0.008
H  -1.7636  -1.4620  2.3768  0.003
H  -1.8194  -0.1708  1.1012  0.008
H  -0.1550  0.1798  -0.1771  0.000

---

No. 6
DFT (ωB97M-V/def2-TZVPD) results for 2 unconnected molecules or ions with the total composition C4H9N2O.

Results
LUMO level (alpha / beta) = -9.4664 / -13.6764 eV
charge = +2
ΔE to the lowest compared entry with this formula, charge and spin = 47.7 kJ/mol
multiplicity = 2

Last column: Löwdin spin population.
Cartesian coordinates (Å):
C  -0.5877  1.1988  -1.3310  0.055
C  -0.1390  -0.0281  -0.6687  0.281
C  -0.7744  -0.9872  0.1656  0.343
N  0.1887  -1.8995  0.4575  0.059
C  1.3619  -1.5150  -0.0490  0.195
N  1.2212  -0.3862  -0.7428  0.000
H  0.1420  1.9133  -0.9016  0.022
H  -1.5518  1.5503  -0.9867  0.000
H  -0.5322  1.1644  -2.4246  0.020
H  -1.8275  -1.2279  0.2325  0.008
H  0.0429  -2.5990  1.1790  0.000
H  2.2795  -2.0312  0.2030  0.005
H  1.9456  0.1457  -1.2314  -0.001
H  -0.7868  3.1735  1.1882  0.001
H  -1.8366  2.4306  2.0400  0.000
O  -0.9134  2.3880  1.7472  0.014

---

No. 7
DFT (ωB97M-V/def2-TZVPD) results for a molecular structure, C4H9N2O2.

Results
LUMO level = 3.5752 eV
charge = -1
ΔE to the lowest compared entry with this formula, charge and spin = 407.8 kJ/mol

Last column: natural (NBO) charge in e.
Cartesian coordinates (Å):
N  -3.2741  -0.1970  -0.5758  -0.808
C  -2.0071  -0.1012  0.2710  -0.456
C  -0.5103  -0.6491  0.0129  -0.209
N  0.4092  0.4552  0.1308  -0.671
C  1.7478  0.2391  -0.4403  -0.345
C  2.8833  0.7454  0.4765  0.751
O  4.0310  0.7295  -0.0197  -0.775
O  2.5429  1.0763  1.6336  -0.787
H  -2.9483  -0.0606  -1.5367  0.332
H  -2.6838  -1.1283  -0.0456  0.426
H  -2.2036  -0.1289  1.3486  0.205
H  -1.7283  0.9626  0.1268  0.245
H  -0.4268  -0.9874  -1.0246  0.179
H  -0.2998  -1.5074  0.6939  0.158
H  0.6603  0.7085  1.0874  0.403
H  2.0211  -0.8004  -0.6585  0.174
H  1.7865  0.6437  -1.4801  0.179

---

No. 8
DFT (ωB97M-V/def2-TZVPD) results for a gas-phase ion, C4H9N2O2 (charge -1).

Results
LUMO level = 4.0462 eV
charge = -1
ΔE to the lowest compared entry with this formula, charge and spin = 355.0 kJ/mol
structure (SMILES) = CC[C@H](C)N=[N+]([O-])[O-]

Last column: natural (NBO) charge in e.
Cartesian coordinates (Å):
C  -0.5803  -1.8027  0.3435  -0.609
C  -0.5672  -0.3890  -0.2215  -0.387
C  0.7438  0.3324  0.1103  -0.086
C  0.7013  1.7866  -0.3822  -0.617
N  1.8245  -0.3925  -0.5062  -0.445
N  2.9817  -0.2045  -0.0065  0.580
O  3.9300  -0.8403  -0.5093  -0.574
O  3.1867  0.5797  0.9526  -0.609
H  0.3026  -2.3252  -0.0141  0.233
H  -1.4725  -2.3460  0.0306  0.181
H  -0.5499  -1.7787  1.4318  0.188
H  -1.4094  0.1863  0.1784  0.176
H  -0.6651  -0.4345  -1.3082  0.190
H  0.8766  0.3552  1.2078  0.183
H  0.6209  1.8051  -1.4680  0.190
H  -0.1453  2.3208  0.0506  0.177
H  1.6228  2.2825  -0.0874  0.228

---

No. 9
DFT (ωB97M-V/def2-TZVPD) results for 2 unconnected molecules or ions with the total composition C4H9N2O2.

Results
LUMO level = 4.0325 eV
charge = -1
ΔE to the lowest compared entry with this formula, charge and spin = 52.4 kJ/mol

Last column: natural (NBO) charge in e.
Cartesian coordinates (Å):
N  1.1885  1.4128  -0.0449  -0.863
C  0.6861  0.6360  1.0760  -0.263
C  1.9949  -1.3113  1.8958  -0.463
C  1.1583  -0.7872  1.0009  -0.122
H  1.2826  2.3827  0.1929  0.338
H  0.5608  1.2936  -0.8325  0.412
H  -0.4092  0.6632  1.0962  0.208
H  1.0525  1.0481  2.0173  0.157
H  2.3050  -2.3473  1.8868  0.179
H  2.3465  -0.7005  2.7204  0.166
H  0.8757  -1.3784  0.1380  0.229
N  -2.8598  -0.4904  -1.9870  -0.914
C  -1.6154  0.0464  -1.5555  0.857
O  -0.6017  -0.6488  -1.7204  -0.811
O  -1.6925  1.1891  -1.0321  -0.834
H  -3.5396  0.2152  -2.1873  0.363
H  -2.7326  -1.2231  -2.6647  0.358

---

No. 10
DFT (ωB97M-V/def2-TZVPD) results for 2 unconnected molecules or ions with the total composition C4H9N2O2.

Results
LUMO level (alpha / beta) = -5.9438 / -5.0284 eV
charge = +1
ΔE to the lowest compared entry with this formula, charge and spin = 739.3 kJ/mol

Last column: natural (NBO) charge in e.
Cartesian coordinates (Å):
C  -0.5801  2.6451  0.9631  -0.171
C  -0.8035  -2.2134  -0.1206  -0.424
C  1.5952  0.6730  -0.0022  -0.264
C  0.9852  -0.5331  0.3146  0.000
N  -0.6294  1.5122  0.3911  0.136
N  0.1385  -1.1341  -0.5001  0.058
O  -1.3963  0.7371  -0.1556  -0.278
O  0.2200  -0.9175  -1.8905  -0.493
H  -1.3665  3.2987  1.1415  0.230
H  0.3300  2.9108  1.5408  0.222
H  -1.2463  -2.0646  0.8534  0.252
H  -0.0850  -3.1640  -0.1381  0.256
H  -1.5367  -2.0329  -0.9281  0.227
H  1.5874  1.1806  -1.0674  0.260
H  2.1752  1.1952  0.7034  0.224
H  -0.6137  -1.2055  -2.3751  0.511
H  1.2258  -0.8873  1.2701  0.253